(1)
The following is a quantum chemistry calculation of a molecular structure, C32H28F36N8O16P2S8 at a distorted geometry, from the OMol25 dataset.

Geometry as XYZ:
```
130
Properties=species:S:1:pos:R:3:forces:R:3:mulliken_charge:R:1
C 1.58119 -2.46092 -2.92780 -1.52 0.85 -0.57 -0.43
N 2.15825 -2.19617 -1.60841 -0.69 -0.14 0.55 0.49
C 3.45202 -2.30810 -1.37406 0.03 -0.13 1.36 -1.06
C 3.91960 -2.19851 -0.06728 0.45 -0.03 -0.43 -1.02
C 3.09896 -1.94319 1.03023 -0.54 0.16 -0.66 1.40
C 1.72685 -1.83999 0.72737 0.06 0.48 0.89 -0.95
C 1.31839 -1.92163 -0.59751 0.35 -0.49 1.22 0.61
C 3.64538 -1.74172 2.41678 0.38 0.07 0.38 0.54
C 4.85330 -1.06451 2.63558 -0.49 -0.32 0.99 -0.54
C 5.35907 -0.94298 3.91769 0.55 0.29 -0.04 -0.86
N 4.72198 -1.47820 4.97427 0.23 -0.78 0.47 0.16
C 3.58549 -2.16945 4.77528 1.40 0.50 0.01 -0.82
C 3.01020 -2.24665 3.55301 0.89 0.56 -2.25 -0.86
C 5.23687 -1.22651 6.40497 -0.40 1.47 -1.74 -0.86
H 0.54055 -2.04031 -2.88119 0.93 -0.76 -0.22 0.02
H 1.52970 -3.53589 -3.20328 0.25 0.76 0.45 0.26
H 2.09661 -1.84778 -3.66686 0.26 -0.33 -0.04 0.29
H 4.06092 -2.47165 -2.22489 0.65 -0.21 -0.34 0.95
H 4.97593 -2.31437 0.02333 0.58 0.14 0.26 0.47
H 1.00864 -1.67030 1.57305 0.45 -0.16 -1.29 0.40
H 0.30339 -1.95562 -0.87070 -0.86 0.28 0.00 -0.38
H 5.35352 -0.57708 1.85368 0.84 0.35 -1.08 0.78
H 6.33329 -0.46381 4.13381 -0.89 -0.10 -0.24 0.40
H 3.25202 -2.72022 5.59060 -0.93 -0.40 1.31 0.88
H 2.08287 -2.67731 3.37765 -1.43 -1.13 0.37 0.77
H 5.02205 -0.12464 6.43655 0.21 -1.04 0.79 0.40
H 6.34481 -1.35352 6.39890 -1.03 -0.39 0.25 0.31
H 4.59646 -1.77076 7.13199 0.78 0.33 -0.61 0.27
C -2.76062 0.60171 5.68033 0.56 -0.59 0.30 -1.01
N -2.56436 0.81814 4.23134 -0.38 -0.98 0.14 0.63
C -3.08637 -0.12692 3.40098 0.62 0.74 1.51 -0.55
C -2.93120 -0.09002 2.06391 -0.89 -0.87 -0.83 -0.50
C -2.16668 0.92717 1.54753 1.60 0.62 -1.28 0.57
C -1.60332 1.91452 2.38786 -0.55 -1.37 0.58 -1.37
C -1.87260 1.83862 3.76695 0.43 0.83 -1.06 -0.40
C -1.77690 0.91043 0.07420 -1.23 0.98 0.45 1.60
C -1.66929 -0.24059 -0.72126 0.90 0.66 1.25 -0.64
C -1.27585 -0.04945 -2.01156 -1.15 0.49 -1.32 -1.12
N -1.07181 1.17733 -2.59263 -1.07 -0.79 2.41 0.79
C -1.32762 2.28987 -1.86671 0.37 -0.78 -0.61 -0.56
C -1.73409 2.15626 -0.56798 0.52 -0.91 0.47 -1.09
C -0.64000 1.16488 -3.94765 -0.63 1.24 -2.23 0.23
H -3.56771 -0.06521 5.70013 -1.61 -0.42 0.47 0.43
H -2.91816 1.47763 6.27949 -0.34 0.68 -0.43 0.35
H -1.98912 0.02765 6.19011 0.80 0.16 -0.75 0.18
H -3.46849 -0.97572 3.89755 -0.77 -0.47 0.31 0.79
H -3.41392 -0.90525 1.47727 0.66 0.90 0.30 0.62
H -0.85039 2.57161 1.99162 -0.19 0.51 0.09 0.66
H -1.59196 2.55853 4.52635 0.29 0.06 -0.33 0.64
H -1.75971 -1.23795 -0.28786 -0.26 0.22 -0.35 -0.02
H -1.44215 -0.81377 -2.75610 0.70 -0.46 0.03 0.85
H -1.18156 3.26878 -2.28791 -0.05 0.02 -0.62 0.58
H -1.95967 3.04726 -0.03814 -0.18 0.59 0.45 0.88
H -1.31777 0.65061 -4.65036 0.01 -0.33 0.80 0.04
H 0.33742 0.75013 -4.01118 0.84 -0.25 -0.09 0.16
H -0.65869 2.18157 -4.34175 0.45 0.03 0.25 -0.31
P 1.30378 -0.70520 6.91530 -0.03 0.91 -0.47 1.33
F 1.23810 -0.28460 8.45535 0.59 0.27 -0.20 -0.34
F 2.36899 -1.90724 7.34956 -0.44 0.36 -0.39 -0.40
F 0.04328 -1.65940 7.07316 -0.13 -0.72 0.53 -0.37
F 1.35971 -1.16725 5.35982 -0.03 -0.06 -0.14 -0.36
F 0.29706 0.51218 6.55177 0.42 0.10 -0.20 -0.34
F 2.60734 0.27395 6.50410 -0.61 -0.55 1.16 -0.41
P -4.84987 3.92697 5.06792 1.86 1.10 0.16 1.26
F -4.54044 5.51341 5.44539 -0.87 -0.68 -0.05 -0.40
F -6.26321 4.22204 4.50667 -1.42 0.72 -0.54 -0.35
F -4.17183 4.25607 3.59698 -0.29 -0.97 0.40 -0.38
F -5.07959 2.33309 4.73466 0.79 0.24 -0.46 -0.41
F -3.35811 3.62488 5.65197 0.53 -0.72 -0.22 -0.37
F -5.42232 3.64471 6.52767 -0.40 0.20 0.67 -0.37
C 4.43779 0.85133 -3.98970 -0.60 0.63 -0.23 0.65
F 4.53756 2.14852 -4.41505 -0.17 -2.06 1.03 -0.21
F 3.37825 0.70634 -3.12410 0.59 0.40 -1.02 -0.22
F 4.23525 0.08264 -5.06300 -0.37 0.15 0.21 -0.23
S 5.92193 0.18503 -3.13072 0.27 1.78 0.98 0.99
O 5.60723 -1.08798 -2.52317 0.02 0.33 -1.05 -0.57
O 6.93784 0.29020 -4.13371 -0.04 -0.36 0.37 -0.68
N 5.97776 1.38551 -2.04366 0.48 -0.89 -1.93 -0.41
S 6.26967 1.18764 -0.55539 0.34 -0.20 2.11 0.89
O 6.31520 -0.20369 -0.10545 0.42 0.94 0.09 -0.55
O 7.24738 2.13168 -0.02952 -1.21 -1.15 -0.55 -0.69
C 4.62768 1.73550 0.14234 0.62 0.84 -0.70 0.63
F 4.27865 2.87647 -0.50251 -0.37 -0.95 0.71 -0.22
F 3.67703 0.78422 -0.01519 0.28 0.71 -0.09 -0.03
F 4.73073 1.99439 1.44706 -0.19 -0.04 0.06 -0.22
C -0.01083 -5.69228 0.16138 1.62 1.06 -1.81 0.61
F -0.32850 -6.53374 1.07348 -0.51 -0.87 1.27 -0.18
F 1.16769 -5.09339 0.47863 -0.09 0.01 0.25 -0.19
F 0.23513 -6.35151 -0.97707 -0.25 -0.21 -0.34 -0.26
S -1.28090 -4.41102 -0.09789 -2.08 -0.37 2.71 0.78
O -0.93025 -3.50522 -1.12675 0.85 0.22 -1.48 -0.42
O -2.49178 -5.15988 -0.18622 0.29 -0.03 -0.40 -0.62
N -1.12436 -3.57107 1.25968 0.27 0.25 0.77 -0.28
S -1.83360 -3.91343 2.64825 -0.47 0.92 -0.16 0.57
O -2.41298 -2.68124 3.20029 0.96 -2.08 -0.65 -0.37
O -2.57366 -5.12945 2.61468 -0.47 -0.23 0.35 -0.62
C -0.51610 -4.29412 3.94548 1.54 0.56 0.17 0.54
F 0.14689 -3.15054 4.23714 -0.19 -0.49 -0.41 -0.19
F -1.10424 -4.66175 5.08692 0.25 -0.47 -0.94 -0.20
F 0.47976 -5.21147 3.57999 -1.91 1.07 0.45 -0.25
C -2.97169 3.55207 -6.40449 -0.75 -1.12 0.38 0.57
F -4.20712 4.06493 -6.44266 0.05 0.12 0.45 -0.24
F -3.00336 2.37196 -5.73348 -0.14 0.39 0.60 -0.17
F -2.69218 3.18725 -7.62313 1.02 0.39 -1.66 -0.23
S -1.86336 4.72550 -5.51744 -3.25 2.40 -1.03 0.94
O -2.02456 5.98755 -6.21765 0.56 -1.22 0.49 -0.66
O -2.47566 4.60244 -4.23455 0.12 0.02 1.24 -0.60
N -0.47986 4.10121 -5.46170 2.19 -1.05 -0.59 -0.40
S 0.59602 4.25911 -6.61970 2.57 0.28 -0.92 0.98
O 1.54676 3.15059 -6.60922 -1.66 0.57 0.01 -0.63
O 0.15601 4.79868 -7.89439 -0.17 -0.81 1.30 -0.63
C 1.74113 5.61276 -5.98011 -0.41 -1.52 0.35 0.63
F 2.56540 5.10314 -4.99528 -0.93 1.03 -1.05 -0.22
F 2.44955 6.00122 -7.01666 1.04 0.07 -0.31 -0.23
F 1.08097 6.66491 -5.55374 -0.21 0.42 0.87 -0.24
C -5.96420 1.01268 -2.86223 -2.36 1.59 -0.26 0.56
F -6.39013 1.03041 -4.15745 0.04 -0.51 1.11 -0.23
F -5.37463 2.17075 -2.66772 0.76 0.23 0.26 -0.20
F -7.06740 1.00368 -2.01097 1.15 -0.10 -1.28 -0.23
S -5.02585 -0.45537 -2.48330 1.81 0.48 2.34 0.75
O -4.36161 -0.18119 -1.20870 -0.44 0.13 -1.21 -0.56
O -6.03677 -1.42213 -2.45533 -1.40 -2.00 -0.40 -0.64
N -3.99672 -0.48030 -3.64212 0.55 0.70 -0.91 -0.11
S -3.61735 -1.65359 -4.60513 0.67 -0.83 -0.15 1.20
O -2.50986 -1.24060 -5.48089 -1.10 -0.53 1.58 -0.72
O -3.56769 -2.90804 -3.86636 0.29 0.95 -0.98 -0.65
C -4.93483 -1.93378 -5.90569 0.08 1.57 1.55 0.33
F -6.17920 -2.10327 -5.38344 1.25 -0.14 -0.88 -0.20
F -4.95747 -0.86061 -6.73522 -0.26 -1.26 0.29 -0.20
F -4.47515 -3.01932 -6.49514 -0.88 -0.24 -0.92 -0.19
```
Positions in Å, forces in eV/Å.

Molecular weight ... 1783.0 g mol⁻¹
Total charge ... -2
Calculated total energy ... -10341.954799 Ha
Max |F| ... 4.16 eV Å⁻¹

(2)
The following is a quantum chemistry calculation of a molecular structure, C27H33F6GeMoNO11PS4, from the OMol25 dataset.

Geometry as XYZ:
```
85
Properties=species:S:1:pos:R:3:forces:R:3:mulliken_spin:R:1
Mo -0.23607 -0.12773 0.53657 0.39 0.22 0.52 2.56
F -0.99626 -2.70422 4.16350 0.06 0.01 0.05 0.00
C -1.86085 -3.32096 3.38417 0.03 0.07 -0.06 0.00
F -1.30163 -4.41587 2.87048 -0.02 0.01 0.02 0.00
F -2.93721 -3.65937 4.07720 -0.02 -0.03 0.03 0.00
S -2.35645 -2.24581 1.97442 0.17 -0.11 0.36 0.02
O -3.29872 -3.00052 1.21489 0.00 -0.09 -0.07 0.00
O -1.06113 -1.97509 1.32229 -0.16 -0.12 -0.44 0.00
N -2.92775 -1.01575 2.75056 -0.07 0.19 -0.25 0.01
S -3.10578 0.38423 2.06523 -0.04 -0.24 0.07 0.00
O -3.05996 1.44592 3.00425 -0.09 0.04 0.06 0.00
O -2.33928 0.51116 0.81447 -0.08 0.09 -0.05 0.02
C -4.82188 0.36200 1.40150 -0.01 0.08 0.06 0.00
F -4.93647 -0.59554 0.48801 -0.06 -0.04 -0.05 0.00
F -5.68259 0.14391 2.38392 -0.03 -0.03 0.02 0.00
F -5.08339 1.53834 0.84086 0.01 -0.01 -0.03 0.00
O 0.19799 0.51259 -1.35110 0.16 -0.15 -0.20 0.03
S 1.72124 0.22918 -1.58294 -0.23 -0.09 0.10 0.03
O 2.46806 1.44827 -1.58360 -0.01 0.01 0.00 0.00
O 1.85447 -0.62356 -2.73785 -0.01 0.02 -0.02 0.00
S 2.02149 -0.86169 0.14343 0.02 -0.08 -0.11 -0.01
C -2.84502 -2.56066 -1.81464 0.00 0.16 0.16 0.03
Ge -0.98720 -2.13475 -2.15173 -0.03 0.08 -0.14 0.12
C 0.23337 -3.49358 -1.59603 0.06 -0.02 0.06 -0.06
C 1.56204 -3.59324 -2.01928 0.06 0.05 -0.04 0.02
C 2.35841 -4.62832 -1.56007 -0.02 -0.02 0.03 -0.01
C 1.84979 -5.55725 -0.65904 -0.03 0.03 -0.01 0.01
C 0.53782 -5.45518 -0.21649 0.05 0.01 -0.03 -0.01
C -0.26632 -4.42732 -0.68371 -0.04 -0.06 0.04 0.04
C -0.98065 -0.96544 -3.67536 0.12 -0.02 -0.11 0.01
C -1.73614 0.16931 -3.52528 -0.07 0.03 0.02 0.05
C -1.81156 1.13975 -4.54374 0.03 -0.02 -0.04 0.01
C -1.12735 0.94911 -5.70786 0.02 -0.01 0.03 0.00
C -0.35388 -0.22029 -5.91632 -0.02 0.04 -0.02 0.00
C 0.34236 -0.42676 -7.13367 0.01 -0.04 0.03 0.00
C 1.07372 -1.56041 -7.33653 -0.01 0.01 0.02 0.00
C 1.13491 -2.54634 -6.32796 0.01 0.00 -0.02 0.00
C 0.47847 -2.36839 -5.14486 -0.02 0.00 -0.01 0.01
C -0.27712 -1.19742 -4.89506 0.00 -0.02 0.01 -0.02
H -3.15771 -3.02692 -2.75468 -0.01 0.01 0.01 0.00
H -3.44206 -1.66039 -1.67207 0.02 0.00 -0.03 0.00
H -3.01862 -3.23208 -0.98403 0.01 -0.02 -0.02 0.00
H 1.97727 -2.84371 -2.67936 -0.01 -0.03 0.03 0.00
H 3.38704 -4.69935 -1.89060 -0.03 0.01 0.01 0.00
H 2.48133 -6.35812 -0.29456 -0.01 0.02 -0.01 0.00
H 0.14180 -6.17043 0.49301 0.00 0.02 -0.01 0.00
H -1.28406 -4.35726 -0.32338 -0.03 0.01 0.01 0.01
H -2.25818 0.36235 -2.59439 -0.01 -0.01 0.00 -0.01
H -2.39920 2.03491 -4.38882 0.01 -0.01 0.01 0.00
H -1.16337 1.69401 -6.49433 0.00 -0.02 0.00 0.00
H 0.28132 0.33577 -7.90117 0.00 -0.01 0.01 0.00
H 1.60587 -1.70938 -8.26706 -0.01 0.00 0.01 0.00
H 1.70809 -3.44955 -6.49612 -0.01 0.02 0.01 0.00
H 0.53454 -3.13995 -4.38746 -0.01 0.01 0.00 0.00
C 0.48338 5.11562 3.18052 0.15 0.04 0.00 0.00
C -0.51527 3.97605 3.13922 -0.05 -0.12 -0.06 0.00
C -1.44404 4.03900 4.33591 -0.05 0.00 0.05 0.00
C -1.27199 3.97212 1.82328 -0.02 -0.03 -0.05 -0.01
O 0.26079 2.72765 3.33672 0.25 -0.02 0.02 -0.01
P 0.69770 1.52701 2.44843 -0.14 -0.06 -0.13 0.04
O 0.54765 1.80188 0.94881 -0.01 0.07 -0.05 0.04
O -0.13186 0.24583 2.62674 -0.05 -0.07 0.09 0.03
O 2.14090 1.13849 2.89745 -0.12 0.23 0.27 0.01
C 3.37417 1.93623 2.84217 0.08 -0.17 -0.35 0.00
C 3.51593 2.70364 4.13708 -0.08 0.01 0.15 0.00
C 4.46923 0.88909 2.71330 -0.01 -0.03 -0.01 0.00
C 3.35113 2.83410 1.61641 -0.06 0.05 -0.15 0.00
H -0.05227 6.06383 3.12475 -0.02 0.00 -0.02 0.00
H 1.17819 5.06853 2.34056 -0.05 0.00 0.03 0.00
H 1.04806 5.10350 4.11325 0.01 -0.02 -0.01 0.00
H -2.02061 4.96429 4.29383 -0.01 0.00 0.01 0.00
H -0.86743 4.03175 5.26259 -0.01 -0.01 -0.04 0.00
H -2.13231 3.19736 4.34030 0.01 -0.01 -0.02 0.00
H -1.85841 4.89009 1.76515 0.00 0.02 0.03 0.00
H -1.95693 3.12975 1.76291 0.02 0.03 0.02 0.00
H -0.59616 3.93563 0.97117 0.01 0.01 0.02 0.00
H 3.53109 2.01377 4.98265 -0.01 0.03 -0.01 0.00
H 2.69687 3.40530 4.27672 -0.05 0.04 -0.02 0.00
H 4.45381 3.25941 4.12452 0.01 0.02 0.01 0.00
H 4.42686 0.19686 3.55574 0.00 0.01 -0.03 0.00
H 5.44891 1.36957 2.70444 -0.03 0.02 0.00 0.00
H 4.34140 0.32843 1.78743 0.01 0.00 0.02 0.00
H 2.56088 3.58491 1.67084 0.04 0.00 0.10 0.00
H 3.17879 2.25928 0.70282 0.10 0.01 0.10 0.00
H 4.30403 3.35887 1.53669 0.01 -0.02 0.00 0.00
```
Positions in Å, forces in eV/Å.

Molecular weight ... 989.3 g mol⁻¹
2S+1 ... 4
Total charge ... 0
Calculated total energy ... -6609.645468 Ha
Max |F| ... 0.69 eV Å⁻¹
Expectation value of S² ... 3.768

(3)
The following is a quantum chemistry calculation of a molecular structure, H12NaO6 at a distorted geometry, from the OMol25 dataset.

Geometry as XYZ:
```
19
Properties=species:S:1:pos:R:3:forces:R:3:mulliken_spin:R:1
Na -0.04618 -0.03148 0.16400 -0.06 0.64 0.34 -0.01
O -1.76138 1.75092 0.36249 0.51 -0.21 -0.34 0.00
H -1.80353 1.30872 1.21038 -0.36 -0.15 0.24 0.00
H -2.02349 2.65250 0.54873 -0.13 0.41 -0.17 0.00
O -1.24407 -0.43041 -1.92703 0.28 -0.13 0.94 0.36
H -0.94028 -1.25024 -2.31670 -0.11 -0.92 -0.48 -0.01
H -0.92490 0.24987 -2.51996 -0.13 0.81 -0.64 -0.01
O 0.22467 -3.00576 -0.55435 -0.78 0.98 -0.12 0.40
H 0.59341 -3.69772 -1.10341 0.26 -0.82 -0.71 -0.01
H 0.87013 -2.88204 0.14157 0.62 -0.11 0.75 -0.01
O 1.20878 1.61880 1.52701 -0.30 -0.61 -0.47 0.08
H 1.29619 2.44293 1.04806 -0.08 0.55 -0.11 0.00
H 2.02578 1.53957 2.01941 0.37 -0.06 0.41 0.00
O -1.31183 -0.43954 2.03676 0.27 -0.12 -0.33 0.00
H -1.48564 0.05843 2.83554 0.13 0.12 0.54 0.00
H -1.83971 -1.23271 2.12878 -0.37 -0.32 0.08 0.00
O 2.14097 0.24157 -1.64648 -0.88 -0.50 0.45 0.24
H 3.07838 0.37766 -1.50869 0.76 0.09 0.24 -0.01
H 1.94271 0.72893 -2.44610 -0.01 0.35 -0.64 -0.01
```
Positions in Å, forces in eV/Å.

Molecular weight ... 131.1 g mol⁻¹
2S+1 ... 2
Total charge ... +2
Calculated total energy ... -620.232930 Ha
Max |F| ... 1.26 eV Å⁻¹
Expectation value of S² ... 0.757